DFT (wB97M-V/def2-TZVPD) results for 8 unconnected molecules or ions with the total composition C52H112N12O2 in a non-equilibrium geometry.

Properties
E_HOMO: -23.176 eV
max |F|: 0.053 hartree/bohr
E_LUMO: -15.25 eV
frontier orbital gap: 7.92 eV

Geometry as ORCA input:
```
! RIJCOSX wB97M-V def2-TZVPD def2/J DEFGRID3
* xyz 8 1
C -0.32 -5.19 -2.49
C 0.31 -4.93 -3.87
N 1.46 -4.00 -3.79
C 1.48 -2.64 -3.85
C 2.76 -2.22 -3.54
N 3.50 -3.35 -3.31
C 2.70 -4.42 -3.54
C 4.81 -3.41 -2.72
H -0.73 -6.20 -2.51
H -1.07 -4.42 -2.30
H 0.39 -5.20 -1.65
H -0.41 -4.54 -4.58
H 0.74 -5.87 -4.23
H 0.60 -2.08 -4.10
H 3.09 -1.23 -3.27
H 3.01 -5.43 -3.32
H 5.34 -2.58 -3.20
H 5.29 -4.37 -2.89
H 4.83 -3.27 -1.63
C 9.56 -1.93 0.63
C 8.10 -1.96 1.08
N 7.33 -0.83 0.52
C 7.34 -0.48 -0.82
C 6.62 0.67 -0.97
N 6.21 1.02 0.32
C 6.54 0.02 1.16
C 5.54 2.26 0.69
H 10.09 -2.73 1.15
H 10.02 -0.98 0.90
H 9.74 -2.18 -0.42
H 7.86 -1.92 2.14
H 7.70 -2.90 0.71
H 8.04 -0.96 -1.48
H 6.35 1.33 -1.78
H 6.33 -0.04 2.21
H 4.50 2.27 0.39
H 6.09 3.00 0.10
H 5.74 2.50 1.73
C -6.25 0.50 -5.22
C -5.39 -0.52 -5.96
N -6.13 -1.70 -6.40
C -6.63 -2.63 -5.49
C -7.28 -3.56 -6.24
N -7.15 -3.25 -7.56
C -6.39 -2.14 -7.64
C -7.67 -4.03 -8.70
H -5.67 1.39 -4.99
H -6.66 0.17 -4.26
H -7.21 0.74 -5.69
H -4.66 -0.84 -5.21
H -4.75 -0.16 -6.77
H -6.54 -2.50 -4.43
H -7.86 -4.43 -5.97
H -6.10 -1.62 -8.55
H -7.63 -3.46 -9.62
H -8.72 -4.24 -8.46
H -7.16 -4.98 -8.77
C -4.56 4.62 -4.37
C -3.19 5.18 -4.81
N -2.18 4.12 -4.80
C -1.51 3.69 -3.71
C -0.61 2.76 -4.10
N -0.84 2.49 -5.44
C -1.84 3.32 -5.83
C -0.14 1.53 -6.27
H -5.34 5.26 -4.77
H -4.65 4.57 -3.29
H -4.62 3.62 -4.80
H -2.90 6.02 -4.18
H -3.33 5.52 -5.83
H -1.60 4.22 -2.77
H 0.19 2.27 -3.56
H -2.24 3.43 -6.83
H 0.85 1.90 -6.55
H -0.69 1.45 -7.20
H -0.17 0.54 -5.83
C -6.14 4.47 -0.03
C -6.02 2.94 -0.03
C -5.91 2.37 1.39
C -4.64 2.85 2.12
N -4.64 2.48 3.62
C -5.79 3.05 4.48
C -5.19 4.03 5.47
C -3.84 4.43 4.81
C -3.37 3.08 4.21
C -4.56 1.01 3.71
H -6.96 4.92 0.54
H -6.37 4.82 -1.04
H -5.25 5.04 0.24
H -5.15 2.75 -0.67
H -6.89 2.50 -0.51
H -5.99 1.28 1.29
H -6.80 2.62 1.97
H -4.61 3.94 2.18
H -3.71 2.43 1.75
H -6.15 2.20 5.06
H -6.60 3.46 3.88
H -4.98 3.49 6.40
H -5.80 4.92 5.46
H -3.19 4.79 5.61
H -3.98 5.27 4.13
H -3.03 2.37 4.96
H -2.55 3.26 3.52
H -3.59 0.65 3.36
H -5.28 0.51 3.07
H -4.52 0.64 4.73
C 3.40 -1.39 1.03
C 1.96 -1.84 0.65
C 0.92 -0.69 0.43
C -0.40 -1.32 -0.10
N -1.62 -0.44 -0.52
C -2.78 -1.38 -0.86
C -3.52 -0.69 -2.03
C -2.73 0.59 -2.36
C -1.32 0.37 -1.75
C -2.14 0.45 0.59
H 3.54 -0.79 1.93
H 3.81 -0.85 0.17
H 4.05 -2.27 1.07
H 1.59 -2.38 1.53
H 2.02 -2.56 -0.17
H 1.33 0.10 -0.20
H 0.61 -0.31 1.40
H -0.86 -1.87 0.73
H -0.18 -2.08 -0.85
H -3.44 -1.46 0.00
H -2.39 -2.35 -1.14
H -4.54 -0.56 -1.68
H -3.58 -1.34 -2.90
H -3.19 1.49 -1.95
H -2.67 0.79 -3.43
H -0.69 1.19 -1.42
H -0.69 -0.22 -2.42
H -2.45 -0.11 1.47
H -2.92 1.09 0.20
H -1.34 1.12 0.91
C 4.47 -4.87 5.71
N 3.45 -5.19 4.64
C 3.92 -6.38 3.84
C 2.16 -5.61 5.25
C 3.32 -3.99 3.70
C 2.91 -2.67 4.39
O 1.68 -2.78 5.07
H 4.63 -5.74 6.35
H 4.18 -4.05 6.37
H 5.44 -4.62 5.29
H 4.91 -6.20 3.43
H 3.17 -6.60 3.08
H 3.97 -7.23 4.51
H 1.90 -4.91 6.04
H 2.12 -6.62 5.66
H 1.32 -5.52 4.57
H 2.49 -4.12 3.00
H 4.28 -4.04 3.19
H 2.65 -2.01 3.55
H 3.74 -2.21 4.93
H 1.30 -1.90 5.15
C 3.47 4.08 3.66
N 4.14 4.10 5.01
C 5.53 4.70 4.68
C 3.38 5.08 5.90
C 4.30 2.71 5.59
C 4.51 1.53 4.64
O 5.82 1.55 4.07
H 4.02 3.50 2.93
H 3.32 5.09 3.27
H 2.51 3.59 3.80
H 6.00 4.13 3.88
H 6.10 4.60 5.60
H 5.40 5.73 4.36
H 3.46 6.05 5.41
H 4.02 5.14 6.79
H 2.43 4.67 6.24
H 3.31 2.61 6.05
H 5.08 2.69 6.35
H 3.72 1.37 3.90
H 4.60 0.66 5.28
H 6.34 0.77 4.27
*
```